Record 1
The following is a DFT calculation (wB97M-V/def2-TZVPD) of a molecular structure, C51H53AsN5P2S2SiV in a non-equilibrium geometry.

Multiplicity: 4
ΔE to the lowest compared entry with this formula, charge and spin, kcal/mol: 15.7
Charge: +1
Electronic energy, eV: -195843.734
⟨S²⟩: 3.79
LUMO energy (spin up / spin down), Ha: -0.07977 / -0.08302
HOMO (spin up / spin down), eV: -8.61 / -9.07

Each line ends with the Löwdin charge.
Element x y z (Å)
1 V 0.743 0.085 -0.048  0.27
2 C 4.045 -1.822 0.657  -0.17
3 Si 2.150 -1.760 0.957  0.63
4 C 1.958 -1.698 2.861  -0.30
5 C 2.824 -2.296 3.775  -0.08
6 C 2.612 -2.178 5.140  -0.06
7 C 1.523 -1.460 5.617  -0.06
8 C 0.639 -0.870 4.728  -0.06
9 C 0.862 -0.978 3.356  -0.36
10 P -0.261 -0.310 2.078  1.08
11 C -0.776 1.372 2.766  -0.47
12 C 0.514 2.217 2.767  -0.47
13 C 0.500 3.398 3.679  -0.08
14 C -0.389 3.495 4.666  -0.07
15 C -1.395 2.456 4.886  -0.07
16 C -1.573 1.447 4.030  -0.09
17 C -1.679 -1.451 2.311  -0.32
18 C -1.345 -2.810 2.286  -0.08
19 C -2.324 -3.782 2.396  -0.06
20 C -3.653 -3.416 2.545  -0.07
21 C -3.996 -2.073 2.564  -0.08
22 C -3.020 -1.094 2.434  -0.11
23 C 1.627 -3.515 0.454  -0.31
24 C 2.102 -4.707 0.998  -0.08
25 C 1.753 -5.924 0.437  -0.07
26 C 0.922 -5.961 -0.677  -0.07
27 C 0.434 -4.787 -1.227  -0.06
28 C 0.791 -3.564 -0.661  -0.36
29 P 0.318 -1.922 -1.316  1.06
30 C 1.374 -1.746 -2.785  -0.29
31 C 0.907 -0.728 -3.791  -0.18
32 C 1.994 -0.174 -4.768  -0.18
33 C 3.332 -0.834 -4.662  -0.04
34 C 3.606 -1.791 -3.776  -0.06
35 C 2.623 -2.224 -2.791  -0.06
36 C -1.341 -2.331 -1.995  -0.33
37 C -1.510 -2.902 -3.255  -0.10
38 C -2.762 -3.334 -3.668  -0.06
39 C -3.857 -3.201 -2.825  -0.07
40 C -3.698 -2.641 -1.566  -0.06
41 C -2.446 -2.210 -1.151  -0.10
42 H 4.382 -2.860 0.630  0.03
43 H 4.609 -1.306 1.436  0.03
44 H 4.304 -1.365 -0.301  0.03
45 H 3.679 -2.860 3.416  0.10
46 H 3.296 -2.643 5.838  0.11
47 H 1.359 -1.363 6.682  0.11
48 H -0.215 -0.326 5.103  0.10
49 H 1.433 1.652 2.919  0.08
50 H 1.279 4.138 3.535  0.11
51 H -0.361 4.335 5.349  0.11
52 H -1.999 2.515 5.784  0.11
53 H -2.322 0.689 4.221  0.10
54 H -0.308 -3.101 2.172  0.09
55 H -2.046 -4.828 2.367  0.11
56 H -4.419 -4.174 2.650  0.11
57 H -5.034 -1.784 2.676  0.11
58 H -3.317 -0.058 2.411  0.09
59 H 2.747 -4.684 1.871  0.10
60 H 2.132 -6.847 0.859  0.11
61 H 0.652 -6.912 -1.119  0.11
62 H -0.222 -4.836 -2.084  0.10
63 H 0.078 -1.135 -4.372  0.13
64 H 1.645 -0.298 -5.797  0.15
65 H 4.092 -0.493 -5.356  0.12
66 H 4.589 -2.246 -3.746  0.10
67 H 2.936 -2.931 -2.030  0.10
68 H -0.654 -3.024 -3.908  0.11
69 H -2.880 -3.788 -4.644  0.11
70 H -4.832 -3.543 -3.145  0.11
71 H -4.548 -2.552 -0.901  0.11
72 H -2.317 -1.818 -0.145  0.08
73 N -1.284 0.745 -0.492  -0.09
74 N -2.071 1.189 0.604  -0.06
75 C -1.404 2.099 1.520  -0.69
76 N -2.291 3.201 1.798  0.10
77 S 0.299 2.665 0.989  1.00
78 H -1.101 1.545 -1.109  -0.04
79 H -1.851 0.083 -1.012  0.07
80 H -2.907 1.660 0.277  0.11
81 H -2.636 3.166 2.753  0.08
82 H -1.826 4.087 1.663  0.07
83 C 4.327 1.932 1.624  -0.03
84 C 4.750 2.685 0.533  -0.03
85 C 4.125 2.491 -0.679  0.02
86 C 3.081 1.575 -0.781  -0.19
87 N 2.640 0.874 0.285  -0.05
88 C 3.291 1.046 1.450  -0.18
89 C 2.339 1.337 -2.019  -0.26
90 C 2.823 1.695 -3.234  0.03
91 C 2.007 1.371 -4.472  -0.23
92 C 0.607 1.604 -4.036  0.03
93 C 0.356 0.528 -3.045  -0.31
94 N 1.133 0.727 -1.811  -0.12
95 H 4.797 2.028 2.593  0.12
96 H 5.553 3.403 0.632  0.12
97 H 4.419 3.060 -1.548  0.12
98 H 2.978 0.423 2.278  0.09
99 H 3.777 2.190 -3.349  0.10
100 H 2.338 1.960 -5.325  0.14
101 H 0.004 2.481 -4.200  0.07
102 H -0.700 0.394 -2.806  0.12
103 C -3.531 5.168 -3.840  -0.26
104 As -3.015 4.857 -2.001  0.64
105 C -4.537 3.956 -1.205  -0.26
106 C -2.962 6.609 -1.177  -0.25
107 S -1.230 3.802 -1.848  0.17
108 H -4.472 5.716 -3.876  0.04
109 H -3.639 4.210 -4.343  0.04
110 H -2.752 5.740 -4.341  0.04
111 H -5.431 4.564 -1.348  0.04
112 H -4.353 3.804 -0.143  0.01
113 H -4.675 2.992 -1.690  0.04
114 H -3.920 7.108 -1.311  0.04
115 H -2.171 7.197 -1.639  0.04
116 H -2.747 6.505 -0.116  0.03


Record 2
The following is a DFT calculation (wB97M-V/def2-TZVPD) of a molecular structure, C3H10N4 in a non-equilibrium geometry.

ΔE to the lowest compared entry with this formula, charge and spin, kcal/mol: 122.6
Electronic energy, eV: -9228.267
LUMO energy, Ha: 0.03069
HOMO, eV: -8.28

Each line ends with the Löwdin charge.
Element x y z (Å)
1 C 0.316 1.427 0.692  -0.07
2 N -1.835 -0.704 0.075  -0.07
3 N -1.488 -0.817 1.353  -0.10
4 N -0.204 -0.487 -0.866  -0.19
5 C 0.568 -0.009 0.332  -0.37
6 N -0.509 0.326 -1.994  0.04
7 C 1.773 -0.591 0.531  0.06
8 H -1.977 -1.600 -0.414  0.07
9 H -1.150 -1.765 1.593  0.02
10 H 0.198 -1.364 -1.200  0.13
11 H 0.325 0.849 -2.260  0.08
12 H -1.213 0.985 -1.669  0.07
13 H 1.237 2.002 0.776  0.08
14 H -0.371 2.002 0.073  0.07
15 H -0.187 1.447 1.660  0.07
16 H 2.514 -0.122 1.157  0.06
17 H 2.004 -1.580 0.161  0.05